Entry one
The following is a quantum chemistry calculation of 2 unconnected molecules or ions with the total composition C10H15N2, from the Open Molecules 2025 dataset.

## Properties
**HOMO-LUMO gap (alpha / beta)**: 4.674 / 4.675 eV
**2S+1**: 1
**Highest occupied orbital energy (alpha / beta)**: -9.6 / -9.6 eV
**Charge**: +1

Each atom is followed by the atoms it is bonded to, with distances in Å.
Atoms and positions in Å:
1 C -0.393 0.938 3.099  C2 1.329, C3 1.427, H13 1.104
2 C -1.121 0.038 2.445  C1 1.329, C4 1.406, H14 1.141
3 C 1.023 0.910 2.922  C1 1.427, C5 1.364, H15 1.066
4 C -0.519 -0.910 1.599  C2 1.406, N12 1.363, H16 1.082
5 C 1.610 -0.034 2.130  C3 1.364, N12 1.395, H17 1.113
6 C -1.799 -1.297 -2.883  N11 1.278, H18 1.110, H19 1.184
7 C 0.949 0.331 -2.546  C10 1.478, H20 1.032, H21 1.103, H22 1.020
8 C -0.740 1.640 -1.041  C10 1.471, H23 1.103, H24 1.161, H25 1.201
9 C 1.499 -1.740 0.575  N12 1.341, H26 1.039, H27 1.006
10 C -0.342 0.471 -1.841  C7 1.478, C8 1.471, N11 1.301
11 N -1.305 -0.258 -2.324  C6 1.278, C10 1.301
12 N 0.835 -0.979 1.458  C4 1.363, C5 1.395, C9 1.341
13 H -0.911 1.689 3.721  C1 1.104
14 H -2.260 0.040 2.524  C2 1.141
15 H 1.515 1.763 3.329  C3 1.066
16 H -1.201 -1.536 1.040  C4 1.082
17 H 2.652 -0.264 1.816  C5 1.113
18 H -1.897 -2.364 -2.594  C6 1.110
19 H -2.464 -1.063 -3.834  C6 1.184
20 H 1.691 0.378 -1.830  C7 1.032
21 H 1.307 1.238 -3.063  C7 1.103
22 H 1.124 -0.511 -3.093  C7 1.020
23 H -0.294 2.625 -1.255  C8 1.103
24 H -1.896 1.717 -0.974  C8 1.161
25 H -0.415 1.387 0.086  C8 1.201
26 H 0.866 -2.450 0.158  C9 1.039
27 H 2.484 -1.758 0.373  C9 1.006

Atom charges from the Löwdin analysis, given in e for atoms 1 to 8: -0.128 -0.124 -0.041 -0.098 -0.045 0.145 0.023 0.004

Entry two
The following is a quantum chemistry calculation of a gas-phase ion, C10H15N2 (charge +1), from the Open Molecules 2025 dataset.

## Properties
**HOMO-LUMO gap**: 8.899 eV
**2S+1**: 1
**Highest occupied orbital energy**: -13.6 eV
**Charge**: +1

Each atom is followed by the atoms it is bonded to, with distances in Å.
Atoms and positions in Å:
1 H -1.228 -1.249 -2.366  N2 1.082
2 N -0.870 -0.677 -1.521  H1 1.082, C3 1.268
3 C -1.777 -0.261 -0.739  N2 1.268, C4 1.468, C5 1.472
4 C -3.178 -0.701 -0.781  C3 1.468, H14 1.036, H15 1.144, H16 1.131
5 C -1.234 0.492 0.404  C3 1.472, C6 1.340, C7 1.459
6 C -2.067 0.826 1.399  C5 1.340, H17 1.100, H18 1.040
7 C 0.126 1.007 0.287  C5 1.459, N8 1.321, C9 1.405
8 N 0.380 2.171 -0.281  C7 1.321, H19 1.119, H20 0.971
9 C 1.194 0.164 0.638  C7 1.405, C10 1.329, C12 1.610
10 C 0.933 -0.988 1.246  C9 1.329, C11 1.263
11 C 0.821 -2.057 1.909  C10 1.263, H21 1.012, H22 1.042
12 C 2.678 0.496 0.110  C9 1.610, C13 1.492, H23 1.110, H24 1.030
13 C 2.638 0.219 -1.356  C12 1.492, H25 1.171, H26 1.058, H27 1.058
14 H -3.748 0.163 -0.790  C4 1.036
15 H -3.376 -1.096 0.275  C4 1.144
16 H -3.330 -1.498 -1.569  C4 1.131
17 H -3.049 0.361 1.571  C6 1.100
18 H -1.681 1.177 2.300  C6 1.040
19 H 1.352 2.270 -0.827  N8 1.119
20 H -0.386 2.607 -0.688  N8 0.971
21 H 0.740 -2.987 1.519  C11 1.012
22 H 0.899 -2.073 2.948  C11 1.042
23 H 3.010 1.532 0.331  C12 1.110
24 H 3.247 -0.066 0.759  C12 1.030
25 H 2.549 -0.946 -1.275  C13 1.171
26 H 3.593 0.455 -1.744  C13 1.058
27 H 1.765 0.657 -1.761  C13 1.058

Atom charges from the Löwdin analysis, given in e for atoms 1 to 8: 0.118 0.171 -0.414 -0.019 -0.220 0.152 -0.212 0.265

Which of them is the most stable? Correct choice: entry two.

Entry one
The following is a quantum chemistry calculation of 2 unconnected molecules or ions with the total composition C4H5Cl, from the Open Molecules 2025 dataset.

## Properties
**HOMO-LUMO gap**: 10.659 eV
**2S+1**: 1
**Highest occupied orbital energy**: -9.6 eV

Each atom is followed by the atoms it is bonded to, with distances in Å.
Atoms and positions in Å:
1 C -1.644 1.244 -0.599  C2 1.293, H4 1.068, H5 1.020
2 C -0.977 0.862 0.440  C1 1.293, Cl3 1.670, H6 1.132
3 Cl 0.022 1.995 1.154  C2 1.670
4 H -1.750 2.305 -0.666  C1 1.068
5 H -2.237 0.811 -1.308  C1 1.020
6 H -0.757 -0.181 0.823  C2 1.132
7 C 2.663 -0.852 1.019  C8 1.192, H9 1.062
8 C 1.885 -1.048 0.138  C7 1.192, H10 1.073
9 H 3.210 -0.969 1.922  C7 1.062
10 H 1.470 -1.272 -0.826  C8 1.073

Atom charges from the Löwdin analysis, given in e for atoms 1 to 8: -0.096 -0.706 0.640 0.044 0.028 0.073 -0.003 -0.031

Entry two
The following is a quantum chemistry calculation of a single C4H5Cl molecule, from the Open Molecules 2025 dataset.

## Properties
**HOMO-LUMO gap**: 10.739 eV
**2S+1**: 1
**Highest occupied orbital energy**: -9.8 eV

Each atom is followed by the atoms it is bonded to, with distances in Å.
Atoms and positions in Å:
1 C -1.293 -0.730 -0.478  C2 1.334, H6 1.092, H7 1.144
2 C -0.213 -0.908 0.285  C1 1.334, C3 1.479, H8 1.284
3 C 0.860 0.071 0.005  C2 1.479, C4 1.244, Cl5 1.678
4 C 0.665 1.298 -0.039  C3 1.244, H9 1.142, H10 0.999
5 Cl 2.329 -0.709 -0.218  C3 1.678
6 H -1.446 -0.110 -1.364  C1 1.092
7 H -2.196 -1.127 0.102  C1 1.144
8 H -0.030 -1.345 1.477  C2 1.284
9 H 1.582 1.977 0.007  C4 1.142
10 H -0.256 1.584 0.224  C4 0.999

Atom charges from the Löwdin analysis, given in e for atoms 1 to 8: -0.017 -0.242 -0.915 -0.034 0.708 0.077 0.080 0.192

Which of them is the most stable? Correct choice: entry two.